(1)
C4H6O2 | ωB97M-V/def2-TZVPD

CARTESIAN COORDINATES (ANGSTROEM)
C -1.12 -0.12 -0.64
C 0.32 -0.39 -0.59
C 0.27 1.07 -0.56
O 0.58 1.25 0.76
C 0.85 -0.30 0.84
O 0.22 -0.95 1.82
H -1.61 -0.26 -1.60
H -0.72 -1.01 1.51
H -1.76 0.27 0.11
H 0.74 -1.04 -1.35
H 0.31 1.87 -1.27
H 1.93 -0.40 0.98

Output
HOMO level in eV: -8.06
Net charge: 0
Kohn-Sham gap in eV: 9.1



(2)
C4H6O2 | ωB97M-V/def2-TZVPD

CARTESIAN COORDINATES (ANGSTROEM)
C -1.39 -0.25 -0.76
C -0.66 -0.24 0.38
O -1.12 -1.12 1.30
C 0.58 0.52 0.68
C 1.70 0.37 -0.27
O 0.89 1.53 -0.26
H -1.51 0.59 -1.41
H -1.64 -1.24 -1.13
H -1.98 -1.16 0.79
H 0.81 0.76 1.72
H 1.59 -0.29 -1.13
H 2.72 0.52 0.09

Output
HOMO level in eV: -8.68
SMILES: C=C(O)[C@H]1CO1
Net charge: 0
Kohn-Sham gap in eV: 9.6



Energies relative to the most stable structure, in hartree: (1) 0.0088; (2) 0.0000.



(1)
C4H6O2 | ωB97M-V/def2-TZVPD

CARTESIAN COORDINATES (ANGSTROEM)
C -2.37 -0.34 -0.14
C -1.20 -0.03 0.11
C 0.15 0.60 0.53
O 0.57 1.45 -0.43
C 1.04 -0.59 0.70
O 1.21 -1.03 -0.68
H -3.36 -0.70 -0.13
H 0.09 1.16 1.48
H 0.43 0.92 -1.26
H 2.14 -0.31 1.08
H 0.35 -1.19 1.32
H 0.29 -1.13 -0.87

Output
HOMO level in eV: -10.39
SMILES: C#C[C@H](O)CO
Net charge: 0
Kohn-Sham gap in eV: 11.2



(2)
C4H6O2 | ωB97M-V/def2-TZVPD

CARTESIAN COORDINATES (ANGSTROEM)
O 2.42 -0.58 -0.22
C 1.74 0.14 0.47
C 0.33 0.48 0.11
C -0.41 -0.51 -0.75
C -1.61 0.00 0.49
O -0.51 0.43 1.26
H 2.10 0.59 1.41
H 0.27 1.47 -0.37
H 0.02 -1.54 -0.69
H -0.67 -0.29 -1.78
H -1.61 -1.02 0.10
H -2.08 0.83 -0.02

Output
HOMO level in eV: -8.95
Net charge: 0
Kohn-Sham gap in eV: 9.8



(3)
C4H6O2 | ωB97M-V/def2-TZVPD

CARTESIAN COORDINATES (ANGSTROEM)
O -0.85 1.31 -0.91
C -1.06 0.13 -0.19
C 0.13 -0.81 -0.12
C 1.40 0.00 0.08
C -1.11 -0.06 1.35
O -0.36 -1.15 1.22
H -1.47 1.99 -0.61
H -1.98 -0.40 -0.50
H 0.22 -1.67 -0.80
H 2.25 -0.62 0.37
H 1.63 0.60 -0.80
H 1.19 0.69 0.91

Output
HOMO level in eV: -8.76
Net charge: 0
Kohn-Sham gap in eV: 9.3



(4)
C4H6O2 | ωB97M-V/def2-TZVPD

CARTESIAN COORDINATES (ANGSTROEM)
C -1.27 -0.22 -0.62
C 0.01 -0.07 0.17
C 0.19 1.19 0.96
O -0.40 2.22 0.70
C 1.27 -0.70 -0.24
O 0.52 -1.22 0.84
H -1.23 0.38 -1.53
H -1.41 -1.27 -0.89
H -2.12 0.12 -0.04
H 0.93 1.11 1.78
H 1.28 -1.28 -1.16
H 2.23 -0.25 0.04

Output
HOMO level in eV: -10.08
SMILES: C[C@]1(C=O)CO1
Net charge: 0
Kohn-Sham gap in eV: 11.0



Energies relative to the most stable structure, in hartree: (1) 0.0750; (2) 0.1150; (3) 0.0859; (4) 0.0000.



(1)
C3H3NO2 | ωB97M-V/def2-TZVPD

CARTESIAN COORDINATES (ANGSTROEM)
O 0.00 -1.63 -1.03
C 0.32 -0.63 -0.22
C 0.36 -0.37 1.10
N 0.15 1.12 1.21
C -0.41 1.48 0.07
O -0.31 0.41 -0.87
H 0.25 -2.40 -0.68
H 0.69 -0.84 2.03
H -1.06 2.37 -0.28

Output
HOMO level in eV: -9.09
SMILES: Oc1cnco1
Net charge: 0
Kohn-Sham gap in eV: 9.7



(2)
C3H3NO2 | ωB97M-V/def2-TZVPD

CARTESIAN COORDINATES (ANGSTROEM)
N 0.86 1.80 1.28
C 0.28 0.63 1.47
C -0.51 -0.56 0.88
O -0.97 0.15 -0.37
C -0.14 -0.30 -1.43
O 0.70 -1.25 -1.42
H -0.09 -1.62 0.60
H -1.13 -0.77 1.62
H -0.44 -0.02 -2.40

Output
HOMO level in eV: -11.09
SMILES: N#CCOC=O
Net charge: 0
Kohn-Sham gap in eV: 11.0



(3)
C3H3NO2 | ωB97M-V/def2-TZVPD

CARTESIAN COORDINATES (ANGSTROEM)
C 0.43 1.43 0.75
C -0.79 -0.65 -0.26
C 0.42 0.05 0.51
N 0.51 2.53 1.09
O -0.09 -1.23 -1.34
O 1.04 -0.38 -1.35
H -1.42 -1.32 0.34
H -1.37 0.15 -0.67
H 1.27 -0.58 0.93

Output
HOMO level (alpha / beta) in eV: -9.64 / -9.53
Net charge: 0
Kohn-Sham gap (alpha / beta) in eV: 7.7 / 7.6



(4)
C3H3NO2 | ωB97M-V/def2-TZVPD

CARTESIAN COORDINATES (ANGSTROEM)
N -3.36 -0.10 -0.12
C -2.21 -0.04 0.08
C -0.80 0.15 0.22
O -0.52 1.55 0.23
C 0.37 -0.66 -0.21
O 0.02 -0.67 1.11
H -1.26 2.05 0.54
H 0.25 -1.52 -0.78
H 1.20 -0.07 -0.38

Output
HOMO level in eV: -11.10
SMILES: N#C[C@]1(O)CO1
Net charge: 0
Kohn-Sham gap in eV: 11.8



Energies relative to the most stable structure, in hartree: (1) 0.0000; (2) 0.0607; (3) 0.1546; (4) 0.0030.



(1)
C3H3NO2 | ωB97M-V/def2-TZVPD

CARTESIAN COORDINATES (ANGSTROEM)
C -1.60 -0.40 -0.65
C 0.78 2.91 1.05
C 0.72 -0.95 0.09
N -0.47 -0.31 -0.30
O 0.09 2.40 0.33
O -2.65 -0.14 -1.01
H 0.64 -1.91 -0.37
H 0.85 -1.20 1.16
H 1.63 -0.41 -0.30

Output
HOMO level in eV: -10.24
Net charge: 0
Kohn-Sham gap in eV: 10.9



(2)
C3H3NO2 | ωB97M-V/def2-TZVPD

CARTESIAN COORDINATES (ANGSTROEM)
O -1.97 0.17 -0.05
C -0.66 0.14 -0.01
C 0.27 1.17 0.03
C 1.50 0.48 0.01
N 1.34 -0.84 -0.06
O -0.07 -1.08 0.05
H -2.41 -0.75 0.22
H 0.09 2.26 0.01
H 2.54 0.87 0.02

Output
HOMO level in eV: -9.06
SMILES: Oc1ccno1
Net charge: 0
Kohn-Sham gap in eV: 9.5



(3)
C3H3NO2 | ωB97M-V/def2-TZVPD

CARTESIAN COORDINATES (ANGSTROEM)
O 2.12 -0.31 0.09
C 0.63 -0.26 -0.11
C -0.15 0.90 -0.12
N -1.51 0.55 0.14
C -1.36 -0.75 0.00
O -0.13 -1.31 -0.02
H 2.44 0.70 0.12
H 0.18 1.95 -0.09
H -2.24 -1.46 0.00

Output
HOMO level in eV: -8.90
SMILES: Oc1cnco1
Net charge: 0
Kohn-Sham gap in eV: 9.4



Energies relative to the most stable structure, in hartree: (1) 0.0000; (2) 0.0393; (3) 0.0439.



(1)
C10H15NS | ωB97M-V/def2-TZVPD

CARTESIAN COORDINATES (ANGSTROEM)
C -1.97 -0.32 3.03
C -0.85 -0.57 3.68
C -1.46 0.10 0.74
C 0.56 -0.42 1.33
C -2.46 0.14 -1.52
C -1.66 2.23 -0.31
C 2.87 -0.51 0.74
C 1.22 -2.07 -0.42
C -1.37 0.82 -0.53
C 1.47 -0.64 0.20
N -2.15 -0.22 1.69
S 0.64 -1.34 2.71
H -0.50 -0.28 4.63
H -2.37 0.55 -2.52
H -3.49 0.32 -1.31
H -2.31 -0.92 -1.73
H -2.57 2.40 0.20
H -1.59 2.80 -1.23
H -0.89 2.65 0.24
H 3.45 -0.63 -0.09
H 3.21 -1.23 1.55
H 2.87 0.48 1.09
H 0.29 -2.04 -0.94
H 1.26 -2.83 0.35
H 2.01 -2.19 -1.16
H -0.53 0.56 -1.16
H 1.17 0.01 -0.60

Output
HOMO level (alpha / beta) in eV: -6.62 / -6.36
Net charge: 0
Kohn-Sham gap (alpha / beta) in eV: 6.6 / 6.0



(2)
C10H15NS | ωB97M-V/def2-TZVPD

CARTESIAN COORDINATES (ANGSTROEM)
C -1.13 -0.10 0.38
C -0.74 0.63 -0.71
C -2.52 0.10 0.53
C 0.89 -0.35 0.39
C 0.73 0.45 -0.93
C -3.26 -0.58 1.63
C 1.18 -1.78 0.32
C 1.39 0.20 1.69
C 1.39 1.95 -1.02
C 1.13 -0.27 -2.20
N -3.09 0.74 -0.44
S -2.08 1.34 -1.54
H -3.45 0.23 2.40
H -4.23 -1.01 1.34
H -2.62 -1.29 2.14
H 2.19 -2.00 -0.05
H 0.32 -2.26 -0.23
H 1.03 -2.34 1.37
H 2.55 0.26 1.49
H 1.16 -0.49 2.39
H 0.89 1.12 1.94
H 2.47 1.78 -1.06
H 1.06 2.81 -0.34
H 1.03 2.28 -2.03
H 0.71 -1.25 -2.27
H 2.17 -0.47 -2.14
H 0.83 0.31 -3.06

Output
HOMO level in eV: -8.80
Net charge: 0
Kohn-Sham gap in eV: 9.5



Energies relative to the most stable structure, in hartree: (1) 0.1456; (2) 0.0000.



(1)
CH9N2O | ωB97M-V/def2-TZVPD

CARTESIAN COORDINATES (ANGSTROEM)
N -0.73 -1.42 0.83
C -1.44 -0.21 0.69
O -0.56 0.93 0.34
H -0.45 -1.85 -0.03
H 0.05 -1.37 1.48
H -2.19 -0.32 -0.09
H -1.91 0.05 1.63
H -1.14 1.69 0.17
N 1.68 0.49 -1.01
H 1.61 1.04 -1.87
H 0.73 0.50 -0.51
H 1.98 -0.45 -1.24
H 2.37 0.92 -0.39

Output
HOMO level in eV: -14.19
Net charge: +1
Kohn-Sham gap in eV: 10.3



(2)
CH9N2O | ωB97M-V/def2-TZVPD

CARTESIAN COORDINATES (ANGSTROEM)
O -0.15 1.59 -2.07
H 0.22 1.49 -2.95
H 1.56 0.69 0.23
H -0.91 2.17 -2.13
N 0.79 0.05 0.04
C 0.15 -0.52 1.29
N -0.99 -1.27 0.95
H 1.15 -0.81 -0.39
H 0.08 0.46 -0.58
H -0.05 0.26 2.04
H 0.94 -1.09 1.79
H -1.16 -2.03 1.57
H -1.62 -0.99 0.22

Output
HOMO level in eV: -13.94
Net charge: +1
Kohn-Sham gap in eV: 10.5



Energies relative to the most stable structure, in hartree: (1) 0.0000; (2) 0.0051.



(1)
C2H6IN2O | ωB97M-V/def2-TZVPD

CARTESIAN COORDINATES (ANGSTROEM)
C 0.78 -0.60 1.30
C 0.21 -0.14 0.01
N 0.72 -0.52 -1.14
N -0.78 0.74 0.03
O -1.12 1.36 -1.10
I -3.31 1.48 -1.73
H 1.46 0.16 1.68
H 0.01 -0.75 2.05
H 1.34 -1.53 1.17
H 1.49 -1.17 -1.20
H 0.34 -0.14 -2.00
H -1.13 1.13 0.90

Output
HOMO level (alpha / beta) in eV: -13.98 / -13.98
SMILES: C/C(N)=[NH+]/OI
Net charge: +1
Kohn-Sham gap (alpha / beta) in eV: 7.5 / 7.5



(2)
C2H6IN2O | ωB97M-V/def2-TZVPD

CARTESIAN COORDINATES (ANGSTROEM)
C -0.78 0.56 0.13
C 2.27 0.75 -0.13
N 1.17 0.11 -0.05
N -1.26 -0.69 -0.07
O 1.08 -1.28 0.04
I 4.23 0.02 0.00
H -0.76 1.22 -0.64
H -0.67 1.08 1.02
H 2.00 1.86 -0.27
H -1.24 -1.12 -0.99
H -1.25 -1.31 0.72
H 1.88 -1.55 -0.41

Output
HOMO level in eV: -14.09
Net charge: +1
Kohn-Sham gap in eV: 10.0



Energies relative to the most stable structure, in hartree: (1) 0.0000; (2) 0.0413.



(1)
C6H6N2 | ωB97M-V/def2-TZVPD

CARTESIAN COORDINATES (ANGSTROEM)
C 3.27 -0.25 0.03
C 2.04 -0.11 -0.04
C 0.62 -0.09 -0.14
C -0.10 -1.35 -0.06
N -1.39 -1.57 0.12
C -2.26 -0.49 -0.05
N -1.59 0.75 0.05
C -0.15 1.15 0.08
H 4.42 -0.73 0.00
H 0.80 -2.15 0.13
H -3.39 -0.57 -0.15
H -2.28 1.63 -0.29
H -0.08 1.96 -0.70
H 0.09 1.82 1.01

Output
HOMO level in eV: -7.36
SMILES: C#CC1=CN=CNC1
Net charge: 0
Kohn-Sham gap in eV: 7.3



(2)
C6H6N2 | ωB97M-V/def2-TZVPD

CARTESIAN COORDINATES (ANGSTROEM)
C 1.53 0.21 -2.20
C 0.60 -0.41 -1.74
N -0.19 -0.93 -0.58
C -0.97 -1.97 -0.71
C -1.58 -2.99 -0.90
N -0.16 -0.29 0.54
C 0.20 0.89 0.78
C 0.10 1.59 2.06
H 2.02 0.84 -2.92
H -2.29 -3.73 -1.20
H 0.51 1.52 -0.03
H -0.64 2.31 1.84
H -0.09 0.80 2.75
H 0.96 2.16 2.30

Output
HOMO level in eV: -8.30
SMILES: C#CN(C#C)/N=C/C
Net charge: 0
Kohn-Sham gap in eV: 9.2



Energies relative to the most stable structure, in hartree: (1) 0.0000; (2) 0.0500.



(1)
C6H6N2 | ωB97M-V/def2-TZVPD

CARTESIAN COORDINATES (ANGSTROEM)
C 2.11 0.20 -0.13
C 0.64 0.22 -0.11
C 0.02 -0.67 0.94
C -1.08 -0.59 -0.11
C -1.40 0.85 -0.17
C -0.18 1.39 -0.11
H 0.49 -1.65 1.03
H -0.21 -0.17 1.90
H -1.93 -1.30 -0.32
H 0.46 -1.57 -1.18
H -2.31 1.36 -0.18
H 0.18 2.42 -0.22
N 3.28 0.19 -0.16
N -0.05 -0.68 -1.19

Output
HOMO level in eV: -9.82
Net charge: 0
Kohn-Sham gap in eV: 10.6



(2)
C6H6N2 | ωB97M-V/def2-TZVPD

CARTESIAN COORDINATES (ANGSTROEM)
C -2.96 -0.22 -0.26
C -1.77 -0.16 -0.12
C -0.32 0.08 0.17
C 0.17 1.31 0.82
C 0.65 0.92 -0.60
C 1.89 0.11 -0.52
N 1.63 -1.02 0.02
N 0.39 -1.14 0.33
H -4.00 -0.38 -0.60
H 0.99 1.25 1.60
H -0.54 2.12 0.82
H 0.40 1.57 -1.47
H 2.92 0.33 -0.78
H 0.02 -1.91 1.04

Output
HOMO level in eV: -8.22
SMILES: C#C[C@]12C[C@H]1C=NN2
Net charge: 0
Kohn-Sham gap in eV: 9.2



Energies relative to the most stable structure, in hartree: (1) 0.0000; (2) 0.0391.



(1)
N2O3S | ωB97M-V/def2-TZVPD

CARTESIAN COORDINATES (ANGSTROEM)
N 1.07 -0.81 1.45
N 1.03 0.06 0.72
O 0.00 -0.98 -1.10
O -0.55 1.43 -1.47
O -1.52 0.24 0.49
S -0.66 0.24 -0.66

Output
HOMO level in eV: -12.23
Net charge: 0
Kohn-Sham gap in eV: 11.1



(2)
N2O3S | ωB97M-V/def2-TZVPD

CARTESIAN COORDINATES (ANGSTROEM)
N 2.40 0.00 -0.52
N 1.47 0.11 0.09
O 0.53 0.32 0.71
O -1.84 0.68 -1.00
O -1.77 -1.22 0.55
S -1.85 0.18 0.38

Output
HOMO level in eV: -11.61
Net charge: 0
Kohn-Sham gap in eV: 10.9



Energies relative to the most stable structure, in hartree: (1) 0.0000; (2) 0.0435.



(1)
C3H7NS | ωB97M-V/def2-TZVPD

CARTESIAN COORDINATES (ANGSTROEM)
C 1.52 -0.93 0.51
C 1.08 0.01 -0.34
C -0.15 0.92 0.03
N -1.50 0.77 -0.29
S -2.35 -0.65 0.31
H 2.37 -1.51 0.37
H 1.10 -0.95 1.58
H 1.30 0.17 -1.34
H -0.14 1.07 1.15
H 0.14 1.83 -0.39
H -1.63 1.00 -1.27
H -1.75 -1.74 -0.30

Output
HOMO level in eV: -9.35
SMILES: C=CCNS
Net charge: 0
Kohn-Sham gap in eV: 10.2



(2)
C3H7NS | ωB97M-V/def2-TZVPD

CARTESIAN COORDINATES (ANGSTROEM)
C -1.96 -0.15 -0.02
N -0.37 -0.34 -0.28
C 0.88 0.52 -0.06
C 2.03 -0.40 0.13
S 3.68 -0.08 -0.16
H -2.56 -0.87 -0.56
H -2.59 0.09 0.98
H -2.43 0.75 -0.51
H -0.21 -0.62 -1.18
H 1.05 1.51 -0.48
H 0.58 0.86 1.13
H 1.89 -1.26 1.02

Output
HOMO level in eV: -8.73
SMILES: CNCC=S
Net charge: 0
Kohn-Sham gap in eV: 8.1



(3)
C3H7NS | ωB97M-V/def2-TZVPD

CARTESIAN COORDINATES (ANGSTROEM)
C -0.04 -0.13 0.42
C -0.92 0.93 -0.09
C -0.97 -1.04 -0.07
H 2.28 0.19 1.53
H 0.31 0.23 1.57
H -0.39 1.64 -0.99
H -1.20 2.01 0.50
H -2.37 0.19 -0.88
H -0.66 -1.20 -1.19
H -1.03 -2.06 0.46
N -2.10 0.06 0.08
S 1.83 0.00 -0.20

Output
HOMO level in eV: -9.30
Net charge: 0
Kohn-Sham gap in eV: 9.0



Energies relative to the most stable structure, in hartree: (1) 0.0000; (2) 0.0804; (3) 0.1473.



(1)
C3H7NS | ωB97M-V/def2-TZVPD

CARTESIAN COORDINATES (ANGSTROEM)
C -1.91 0.01 1.63
C 1.32 -0.70 -2.65
C 1.14 0.23 -0.08
N -1.28 0.09 2.70
S 0.44 0.24 -1.58
H -2.25 -0.95 1.10
H -2.47 0.77 1.04
H 1.25 -0.41 -3.67
H 2.30 -0.89 -2.19
H -1.22 1.06 3.09
H 2.11 -0.21 0.01
H 0.58 0.75 0.60

Output
HOMO level (alpha / beta) in eV: -7.82 / -7.81
Net charge: 0
Kohn-Sham gap (alpha / beta) in eV: 7.9 / 7.9



(2)
C3H7NS | ωB97M-V/def2-TZVPD

CARTESIAN COORDINATES (ANGSTROEM)
C -0.68 0.97 -0.90
C -0.17 0.78 0.42
N -0.30 -0.69 0.90
C 0.75 -1.51 0.20
S 1.32 -3.02 0.54
H -1.63 0.76 -1.03
H 0.06 0.47 -1.60
H -0.94 2.02 -1.26
H -0.14 1.66 1.22
H 1.06 0.65 0.48
H -0.93 -1.31 1.18
H 1.60 -0.77 -0.14

Output
HOMO level in eV: -8.56
SMILES: CCNC=S
Net charge: 0
Kohn-Sham gap in eV: 8.7



Energies relative to the most stable structure, in hartree: (1) 0.0177; (2) 0.0000.